(1)
The following is a quantum chemistry calculation of 5 unconnected molecules or ions with the total composition C18H21N3O4, from OMol25.

```
! RIJCOSX wB97M-V def2-TZVPD def2/J DEFGRID3
* xyz -1 2
C 1.97122 2.25445 1.35205
C 3.26864 2.60462 1.48261
C 3.58415 3.81583 2.11601
C 2.61759 4.55398 2.72910
C 1.30641 4.12954 2.67166
C 0.99140 2.98422 2.06010
O -0.31707 2.51744 2.03230
O 4.88222 4.24751 2.07895
H 1.60180 1.40393 0.79837
H 3.94521 1.92154 0.99062
H 2.87039 5.55290 3.05263
H 0.47445 4.60330 3.17147
H -0.36461 1.57271 1.86854
H 5.45063 3.76589 1.47351
C 2.39841 -1.38717 0.67053
C 3.69112 -1.65879 0.24588
C 4.76602 -1.46937 1.09119
C 4.51538 -1.09545 2.38721
C 3.21994 -0.87487 2.83462
C 2.13843 -1.06140 1.99802
O 0.92233 -0.77901 2.50991
O 6.01652 -1.39248 0.47772
H 1.67227 -1.50683 -0.11993
H 3.81671 -1.96445 -0.78232
H 5.37094 -0.86464 3.00456
H 3.12239 -0.56967 3.86600
H 0.31836 -0.38420 1.87670
H 6.42886 -2.19896 0.79579
C -4.93041 -4.11045 -2.14685
C -4.61496 -3.31629 -0.89354
N -4.40018 -2.70127 0.06705
H -4.76064 -5.14346 -1.84330
H -4.31492 -3.84387 -3.00605
H -5.99469 -4.03743 -2.37067
C -2.41961 0.02357 -1.65772
C -1.60982 0.01055 -0.39397
N -0.97325 0.01753 0.53387
H -3.02506 0.92814 -1.60038
H -2.97315 -0.91328 -1.72092
H -1.69354 0.04928 -2.47027
C -6.75208 -1.00097 -5.62722
C -5.98760 -0.88264 -4.41648
N -5.34024 -0.70400 -3.44206
H -6.76798 -0.17732 -6.34097
H -7.79226 -1.03181 -5.30291
H -6.32971 -1.88689 -6.10141
*
```

Its expectation value of S² is 0.750. The highest occupied orbital energy (spin up / spin down) comes out at 0.459 / -6.223 eV.


(2)
The following is a quantum chemistry calculation of 2 unconnected molecules or ions with the total composition C34H34BCl2F3O2, from OMol25.

```
! RIJCOSX wB97M-V def2-TZVPD def2/J DEFGRID3
* xyz 0 1
Cl 5.32085 0.16945 4.45341
C 4.51572 1.07941 3.24966
C 3.79754 2.23413 3.60894
C 3.12305 2.95645 2.63268
C 3.15580 2.54854 1.26697
C 2.31047 3.20066 0.30269
C 2.68119 3.57420 -1.01491
C 1.79738 4.41947 -1.75549
C 2.07450 4.76967 -3.06612
C 3.23133 4.26905 -3.69142
Cl 3.56994 4.69463 -5.31234
C 4.14362 3.47700 -2.97480
C 3.90070 3.17985 -1.63917
C 3.93528 1.41039 0.92678
C 4.59963 0.68097 1.90696
H 3.77545 2.54674 4.64951
H 2.54259 3.84227 2.89788
H 1.37506 3.61569 0.67234
H 0.89331 4.77995 -1.25975
H 1.40964 5.42984 -3.61794
H 5.04454 3.12146 -3.46655
H 4.64824 2.63023 -1.07092
H 3.95325 1.05518 -0.10503
H 5.18060 -0.19651 1.63912
C -3.67633 -2.61756 -2.26788
C -2.77762 -2.71061 -1.05034
C -3.58473 -3.37486 0.06590
C -1.36605 -3.43773 -1.27676
C -1.38685 -4.94493 -1.07961
C -0.80342 -3.15327 -2.66612
O -0.52764 -2.83653 -0.30690
B -1.12981 -1.57317 0.02348
C -1.34867 -1.45209 1.64531
C -2.49645 -0.87045 2.16743
C -2.68320 -0.79128 3.55896
C -1.70817 -1.30044 4.40434
C -1.85884 -1.20000 5.90708
F -1.80236 -2.43328 6.50493
F -0.85444 -0.44752 6.46231
F -3.03920 -0.62844 6.28503
C -0.56760 -1.90809 3.89516
C -0.40995 -2.01018 2.50796
C 0.07746 -0.25853 -0.57327
C 0.68128 0.40866 0.61885
C -0.62309 0.61572 -1.55009
C -0.22229 0.70005 -2.89765
C -0.85944 1.58813 -3.77034
C -1.91803 2.38309 -3.32172
C -2.35296 2.26603 -1.99511
C -1.70952 1.39303 -1.11936
O -2.38610 -1.41338 -0.65408
H -3.93303 -3.62890 -2.60928
H -4.60708 -2.11045 -1.98478
H -3.20328 -2.06118 -3.08295
H -3.97991 -4.33661 -0.28747
H -2.99162 -3.54111 0.97522
H -4.44011 -2.73458 0.31954
H -2.06478 -5.40357 -1.81228
H -0.38325 -5.35279 -1.25152
H -1.70980 -5.22325 -0.07088
H -1.38982 -3.68445 -3.42707
H -0.80263 -2.07667 -2.89176
H 0.22989 -3.52154 -2.71358
H -3.28493 -0.47845 1.52017
H -3.58605 -0.33503 3.95420
H 0.19729 -2.30575 4.55994
H 0.47039 -2.52876 2.12204
H 0.83383 -0.88191 -1.07358
H 1.25409 -0.29840 1.23044
H 1.37761 1.17575 0.26875
H -0.04654 0.89649 1.27857
H 0.59972 0.06880 -3.24884
H -0.52619 1.65224 -4.80897
H -2.41316 3.07995 -3.99949
H -3.19965 2.85167 -1.63126
H -2.04664 1.29737 -0.08517
*
```

The highest occupied orbital energy comes out at -6.671 eV. The energy above the lowest of the compared OMol25 structures with the same formula, charge and spin comes out at 0.0 kJ/mol.


(3)
The following is a quantum chemistry calculation of 4 unconnected molecules or ions with the total composition CH7O5, from OMol25.

```
! RIJCOSX wB97M-V def2-TZVPD def2/J DEFGRID3
* xyz -1 1
O -1.82052 -0.04270 0.85438
C -0.65500 0.34184 1.03391
O 0.48031 0.14673 0.43635
H -0.49672 0.78488 2.12657
H 1.90218 0.36871 1.00516
H 2.85121 1.58991 0.73166
O 2.84520 0.69706 1.15672
H 1.08407 0.70750 -0.97099
H 1.96393 -0.01235 -1.97356
O 1.33766 0.67272 -1.92370
H -2.70082 -1.00749 -0.57405
H -1.78334 -2.15606 -1.05321
O -2.70396 -1.76457 -1.21063
*
```

The highest occupied orbital energy comes out at -5.515 eV. The energy above the lowest of the compared OMol25 structures with the same formula, charge and spin comes out at 68.3 kJ/mol.